1.
{
  "formula": "C3H4F3NS",
  "method": "ωB97M-V/def2-TZVPD",
  "symbols": ["C", "C", "C", "N", "F", "F", "F", "S", "H", "H", "H", "H"],
  "positions_angstrom": [[-0.854, 1.102, -0.538], [1.575, -0.135, -0.887], [1.013, -1.443, -0.800], [-1.633, 0.138, -0.177], [1.892, -2.575, -0.851], [0.156, -1.793, -1.761], [0.377, -1.650, 0.402], [-0.715, 2.603, -0.697], [1.954, 0.032, -1.905], [2.034, 0.292, 0.027], [-1.405, -0.936, -0.326], [-2.626, 0.093, -0.066]],
  "lowdin_charge": [-0.839, 0.096, -0.677, 0.042, 0.025, 0.104, 0.051, 0.763, 0.087, 0.092, 0.150, 0.105],
  "charge": 0,
  "multiplicity": 1,
  "homo_ev": [-7.688, -9.078],
  "relative_energy_ev": 3.266,
  "molar_mass_g_mol": 143.1
}

=====

2.
{
  "formula": "C3H4F3NS",
  "method": "ωB97M-V/def2-TZVPD",
  "symbols": ["C", "C", "F", "F", "H", "H", "N", "C", "S", "H", "F", "H"],
  "positions_angstrom": [[-2.086, 0.485, -1.129], [-2.042, -0.339, -0.111], [-1.074, -1.215, 0.130], [-2.970, -0.439, 0.831], [-2.901, 1.175, -1.243], [-1.289, 0.514, -1.847], [1.591, 0.537, 1.080], [1.318, 1.555, 0.518], [0.973, 2.999, 0.048], [1.725, -0.437, 0.895], [3.035, -2.100, 0.419], [3.719, -2.734, 0.410]],
  "lowdin_charge": [0.086, -0.454, 0.104, 0.117, 0.072, 0.069, 0.145, -0.904, 0.683, 0.051, -0.070, 0.101],
  "charge": 0,
  "smiles": "C=C(F)F.N=C=S.F",
  "multiplicity": 1,
  "homo_ev": -9.339,
  "relative_energy_ev": 0.991,
  "molar_mass_g_mol": 143.1
}

=====

3.
{
  "formula": "C3H4F8MgNO5S2",
  "method": "ωB97M-V/def2-TZVPD",
  "symbols": ["Mg", "C", "F", "F", "F", "S", "O", "O", "N", "S", "O", "O", "C", "F", "F", "F", "F", "F", "C", "O", "H", "H", "H", "H"],
  "positions_angstrom": [[1.866, 1.685, -0.259], [0.583, -2.083, -3.636], [-0.742, -1.946, -3.723], [0.971, -3.029, -4.525], [1.179, -0.952, -3.999], [1.178, -2.611, -1.858], [0.984, -4.073, -1.817], [2.576, -2.188, -1.686], [0.215, -1.467, -0.807], [-0.811, -2.509, -0.205], [-1.797, -2.966, -1.163], [-0.195, -3.538, 0.655], [-1.773, -1.476, 1.099], [-0.975, -0.906, 2.030], [-2.447, -0.497, 0.483], [-2.617, -2.321, 1.702], [4.250, 1.582, 1.704], [2.602, 3.540, -2.587], [-0.730, 4.360, 3.439], [-0.562, 3.824, 2.104], [-0.098, 3.803, 4.131], [-0.590, 5.440, 3.459], [-1.732, 4.208, 3.840], [-1.336, 4.119, 1.619]],
  "lowdin_charge": [1.351, -0.631, 0.132, 0.113, 0.131, 0.721, -0.309, -0.338, -0.323, 0.527, -0.313, -0.331, -0.643, 0.104, 0.107, 0.127, -0.717, -0.721, -0.141, -0.140, 0.082, 0.075, 0.070, 0.066],
  "charge": -1,
  "multiplicity": 1,
  "homo_ev": -7.317,
  "relative_energy_ev": 9.923,
  "molar_mass_g_mol": 374.5
}

=====

4.
{
  "formula": "C3H4FN",
  "method": "ωB97M-V/def2-TZVPD",
  "symbols": ["C", "C", "C", "N", "F", "H", "H", "H", "H"],
  "positions_angstrom": [[1.061, -0.748, 1.337], [0.058, -0.476, -0.876], [-1.555, 1.085, -0.615], [0.622, -0.705, 0.159], [-1.673, 1.567, -1.859], [0.428, -1.116, 2.127], [2.061, -0.421, 1.562], [-0.030, -1.041, -1.775], [-0.972, 1.855, -0.061]],
  "lowdin_charge": [0.003, 0.027, -0.034, -0.085, -0.129, 0.078, 0.074, 0.079, -0.012],
  "charge": 0,
  "multiplicity": 1,
  "homo_ev": [-7.723, -7.722],
  "relative_energy_ev": 5.360,
  "molar_mass_g_mol": 73.1
}

=====

5.
{
  "formula": "C3H4FN",
  "method": "ωB97M-V/def2-TZVPD",
  "symbols": ["C", "C", "C", "N", "F", "H", "H", "H", "H"],
  "positions_angstrom": [[-1.334, -2.366, 0.191], [0.271, 2.035, -0.103], [0.715, -0.328, 0.459], [0.620, 0.896, 0.137], [1.895, -0.945, 0.492], [-1.702, -1.476, -0.416], [-0.825, -3.025, -0.493], [0.251, 2.590, -1.027], [0.108, 2.620, 0.760]],
  "lowdin_charge": [0.099, 0.015, -0.128, 0.022, 0.027, -0.091, -0.114, 0.092, 0.078],
  "charge": 0,
  "multiplicity": 1,
  "homo_ev": [-8.652, -8.533],
  "relative_energy_ev": 7.060,
  "molar_mass_g_mol": 73.1
}

=====

6.
{
  "formula": "C3H4FN",
  "method": "ωB97M-V/def2-TZVPD",
  "symbols": ["C", "N", "C", "C", "F", "H", "H", "H", "H"],
  "positions_angstrom": [[-1.931, -0.176, 0.018], [-0.803, 0.507, -0.107], [0.487, -0.012, -0.030], [1.797, 0.515, -0.049], [2.764, -0.351, 0.083], [-2.908, 0.338, -0.165], [-1.770, -1.270, 0.156], [0.352, -1.082, 0.112], [2.011, 1.532, -0.018]],
  "lowdin_charge": [-0.022, -0.079, -0.148, -0.116, 0.044, 0.077, 0.068, 0.088, 0.089],
  "charge": 0,
  "smiles": "C=N/C=C/F",
  "multiplicity": 1,
  "homo_ev": -9.026,
  "relative_energy_ev": 1.782,
  "molar_mass_g_mol": 73.1
}